{
  "formula": "C5H15NO",
  "method": "ωB97M-V/def2-TZVPD",
  "species": ["C", "N", "C", "C", "C", "C", "H", "H", "H", "H", "H", "H", "H", "H", "H", "H", "H", "H", "H", "H", "H", "O"],
  "coordinates": [[-0.50312, 1.37077, -1.18335], [0.48781, 0.99612, -0.16564], [-0.10316, 0.98869, 1.15337], [0.26977, -1.47089, -0.51497], [1.20262, -0.23790, -0.50281], [2.41793, -0.51718, 0.37524], [-0.00262, 1.52030, -2.13565], [-0.97983, 2.26369, -0.78334], [-1.26146, 0.58556, -1.26244], [-0.27273, 2.02514, 1.45655], [-1.06049, 0.49713, 1.12039], [0.49315, 0.54416, 1.94341], [0.88734, -2.36020, -0.55853], [-0.32583, -1.54242, 0.39350], [-0.34301, -1.49880, -1.39013], [1.52438, -0.10011, -1.53534], [2.91670, -1.39425, -0.02918], [2.20820, -0.77161, 1.41778], [3.05002, 0.36648, 0.43522], [-2.98189, -0.71056, 1.05738], [-4.14835, 0.04855, 0.46193], [-3.47542, -0.60267, 0.24661]],
  "forces_ev_per_a": [[0.73, 1.11, 0.49], [-2.20, -3.07, -0.08], [0.77, 1.61, 1.07], [-0.05, 0.10, 0.51], [1.25, -0.12, -0.31], [-0.11, 0.38, 0.49], [-0.12, 0.13, -0.05], [-0.15, 0.15, -0.54], [0.10, -0.15, 0.12], [-0.18, 0.00, -0.06], [-0.50, -0.18, -0.30], [0.35, -0.21, -0.37], [0.28, -0.01, 0.05], [-0.07, 0.01, -0.05], [-0.62, 0.14, -0.42], [0.22, 0.06, 0.00], [0.33, 0.28, -0.16], [-0.46, -0.05, -0.14], [0.38, -0.18, -0.32], [-0.05, -0.26, 0.42], [-0.22, 0.03, -0.03], [0.32, 0.24, -0.35]],
  "lowdin_charge": [0.02, -0.02, -0.01, 0.00, -0.37, -0.03, 0.12, 0.11, 0.11, 0.13, 0.09, 0.11, 0.10, 0.09, 0.08, 0.15, 0.10, 0.09, 0.09, 0.02, 0.05, -0.04],
  "spin_multiplicity": 2,
  "homo_ev": [-15.20, -15.21],
  "gap_ev": [12.46, 7.69],
  "de_lowest_kj_mol": 41.3,
  "energy_ev": -8957.4585,
  "total_charge": 1
}